(1)
This record from the Open Molecules 2025 dataset describes a gas-phase ion, C26H51OSi4 (charge +1). The level of theory is wB97M-V/def2-TZVPD.

Geometry as ORCA input:
```
! RIJCOSX wB97M-V def2-TZVPD def2/J DEFGRID3
* xyz 1 1
C 0.20 -3.21 1.97
C -0.70 -2.61 0.84
C -1.91 -2.01 1.56
C -3.03 -2.87 1.70
C -3.03 -4.33 1.30
C -4.17 -2.40 2.34
C -4.19 -1.16 2.97
C -5.41 -0.72 3.70
C -3.03 -0.39 2.99
C -1.87 -0.82 2.33
C -0.67 0.04 2.57
H -0.41 -3.83 2.63
H 1.00 -3.86 1.58
H 0.64 -2.40 2.56
H -1.15 -3.44 0.31
H -4.03 -4.74 1.43
H -2.76 -4.50 0.24
H -2.36 -4.94 1.92
H -5.08 -3.03 2.40
H -5.47 0.37 3.78
H -6.32 -1.09 3.20
H -5.39 -1.14 4.72
H -3.02 0.54 3.55
H -1.01 1.04 2.86
H -0.05 -0.31 3.41
H -0.04 0.15 1.69
C 3.35 3.95 -1.96
Si 2.45 2.49 -2.75
C 1.34 3.16 -4.12
C 3.69 1.34 -3.56
Si 1.27 1.37 -1.03
Si 2.98 1.03 0.59
C 3.39 2.71 1.36
C 2.62 -0.16 2.01
C 4.46 0.29 -0.31
Si -0.50 2.78 -0.49
C 0.05 3.86 0.94
C -1.07 3.84 -1.93
C -1.94 1.63 -0.07
O 0.15 0.04 -1.57
C -0.46 -1.05 -1.23
C 0.11 -1.95 -0.15
C 0.74 -3.06 -1.03
C -0.25 -3.72 -2.01
C -1.60 -3.03 -2.18
C -1.46 -1.51 -2.21
H 3.64 4.63 -2.78
H 2.73 4.52 -1.25
H 4.27 3.64 -1.45
H 1.98 3.32 -5.00
H 0.56 2.44 -4.39
H 0.87 4.11 -3.86
H 4.10 1.87 -4.43
H 4.51 1.04 -2.91
H 3.19 0.43 -3.93
H 4.13 2.51 2.15
H 3.82 3.42 0.65
H 2.51 3.17 1.84
H 3.49 -0.83 2.14
H 2.46 0.40 2.94
H 1.75 -0.80 1.85
H 5.01 -0.31 0.43
H 4.17 -0.36 -1.13
H 5.14 1.07 -0.69
H -0.74 4.61 1.08
H 0.17 3.29 1.86
H 0.99 4.39 0.72
H -2.05 4.25 -1.65
H -0.38 4.68 -2.12
H -1.19 3.27 -2.86
H -2.54 2.10 0.72
H -2.57 1.48 -0.95
H -1.64 0.63 0.28
H 0.91 -1.36 0.32
H 1.61 -2.65 -1.57
H 1.14 -3.85 -0.38
H 0.24 -3.75 -2.99
H -0.40 -4.77 -1.72
H -2.07 -3.36 -3.11
H -2.31 -3.33 -1.40
H -2.43 -1.00 -2.02
H -1.12 -1.21 -3.22
*
```

For the HOMO energy, the calculation gives -11.1 eV. The value obtained for the energy above the lowest of the compared OMol25 structures with the same formula, charge and spin is 0.0 kcal per mole. The HOMO-LUMO gap comes out at 7.43 eV. As for the energy: -2254.36207 hartree.

(2)
This record from the Open Molecules 2025 dataset describes C7H14N2O in the gas phase. The level of theory is wB97M-V/def2-TZVPD.

Geometry as ORCA input:
```
! RIJCOSX wB97M-V def2-TZVPD def2/J DEFGRID3
* xyz 0 1
C 0.08 -0.65 -2.20
C -0.85 1.50 1.67
C 0.48 1.75 -0.73
C 0.15 -2.80 -1.11
C 0.18 0.96 0.59
C -0.35 -0.46 0.18
C 0.58 -1.24 -0.97
N -0.54 -0.19 -3.05
N 2.02 -1.01 -0.66
O -1.71 -0.43 -0.29
H -1.79 1.84 1.20
H -1.05 0.83 2.49
H -0.45 2.44 2.06
H -0.32 1.68 -1.43
H 1.43 1.30 -1.26
H 0.64 2.76 -0.35
H 1.16 -3.33 -0.89
H -0.01 -3.05 -2.15
H -0.69 -3.08 -0.59
H 1.14 1.04 1.21
H -0.44 -1.20 1.03
H 2.16 -0.90 0.31
H 2.61 -1.72 -0.99
H -1.90 0.30 -0.91
*
```

For the HOMO energy, the calculation gives -10.1 eV. The value obtained for the energy above the lowest of the compared OMol25 structures with the same formula, charge and spin is 46.7 kcal per mole. The HOMO-LUMO gap comes out at 10.97 eV. As for the structure (SMILES): CC(C)[C@@H](O)[C@](C)(N)C#N. As for the energy: -459.80447 hartree.

(3)
This record from the Open Molecules 2025 dataset describes a molecular structure, C50H66CsIO2Sb2Se. The level of theory is wB97M-V/def2-TZVPD.

Geometry as ORCA input:
```
! RIJCOSX wB97M-V def2-TZVPD def2/J DEFGRID3
* xyz -2 1
Cs -0.30 -0.90 0.38
C -0.55 5.50 -3.46
C 0.52 4.90 -2.55
C 1.51 4.10 -3.42
C 1.28 6.05 -1.88
C -0.07 3.98 -1.49
C 0.77 3.35 -0.58
C 0.29 2.45 0.35
Se 1.53 1.57 1.54
C 3.01 1.36 0.32
C 3.99 2.35 0.29
C 5.04 2.30 -0.61
C 5.06 1.20 -1.48
C 4.12 0.19 -1.48
C 3.01 0.23 -0.55
O 2.10 -0.66 -0.51
C 4.20 -0.98 -2.47
C 5.44 -0.92 -3.37
C 2.96 -0.96 -3.39
C 4.24 -2.31 -1.70
C 6.11 3.38 -0.72
C 5.91 4.49 0.31
C 7.51 2.78 -0.49
C 6.08 4.02 -2.12
C -1.10 2.12 0.48
O -1.47 1.21 1.31
C -1.97 2.80 -0.43
C -1.43 3.68 -1.37
C -3.50 2.58 -0.50
C -4.22 3.94 -0.45
C -3.84 1.89 -1.83
C -4.09 1.73 0.63
H -0.08 6.15 -4.20
H -1.10 4.72 -3.99
H -1.27 6.09 -2.88
H 1.96 4.75 -4.18
H 2.31 3.67 -2.82
H 0.99 3.29 -3.93
H 1.73 6.71 -2.63
H 0.60 6.64 -1.26
H 2.08 5.68 -1.24
H 1.84 3.52 -0.62
H 3.89 3.17 0.99
H 5.87 1.15 -2.19
H 5.45 -0.01 -3.98
H 6.36 -0.96 -2.78
H 5.43 -1.78 -4.04
H 2.94 -0.03 -3.97
H 2.99 -1.81 -4.08
H 2.06 -1.02 -2.79
H 5.14 -2.36 -1.09
H 3.37 -2.39 -1.05
H 4.24 -3.15 -2.40
H 5.95 4.10 1.33
H 6.70 5.24 0.20
H 4.95 4.99 0.17
H 7.57 2.33 0.51
H 7.71 1.99 -1.22
H 8.28 3.54 -0.58
H 5.10 4.48 -2.30
H 6.85 4.79 -2.21
H 6.25 3.27 -2.89
H -2.11 4.15 -2.07
H -3.91 4.60 -1.27
H -5.30 3.79 -0.52
H -3.99 4.44 0.49
H -3.52 2.48 -2.69
H -3.35 0.92 -1.89
H -4.93 1.73 -1.90
H -3.84 2.14 1.60
H -5.18 1.71 0.52
H -3.72 0.71 0.60
C 0.09 -1.74 6.38
Sb -0.79 -1.48 4.42
C -0.58 0.65 4.43
C -2.83 -1.37 5.19
C -3.44 -2.71 5.45
C -3.11 -3.39 6.62
C -3.59 -4.65 6.91
C -4.45 -5.26 6.01
C -4.81 -4.60 4.85
C -4.33 -3.32 4.53
C -4.74 -2.67 3.26
Sb -3.30 -2.90 1.47
C -5.08 -2.63 0.25
C -3.60 -5.04 1.58
H -0.06 -2.76 6.74
H -0.33 -1.04 7.10
H 1.17 -1.56 6.31
H -1.09 1.07 5.30
H -1.01 1.05 3.51
H 0.48 0.91 4.46
H -3.38 -0.78 4.46
H -2.76 -0.79 6.11
H -2.44 -2.90 7.33
H -3.31 -5.15 7.83
H -4.84 -6.26 6.21
H -5.49 -5.08 4.15
H -4.87 -1.59 3.35
H -5.69 -3.10 2.91
H -5.88 -3.25 0.66
H -4.89 -2.93 -0.78
H -5.39 -1.58 0.28
H -4.67 -5.24 1.69
H -3.06 -5.46 2.42
H -3.25 -5.49 0.65
I -0.03 -5.00 1.04
C -0.61 -5.40 -0.95
C -0.07 -6.49 -1.55
C -0.29 -6.70 -2.93
C -0.99 -5.78 -3.65
C -1.53 -4.63 -3.04
C -2.15 -3.61 -3.81
C -2.62 -2.49 -3.19
C -2.59 -2.39 -1.78
C -2.06 -3.35 -0.95
C -1.43 -4.44 -1.62
H 0.56 -7.18 -1.00
H 0.13 -7.58 -3.41
H -1.11 -5.90 -4.73
H -2.21 -3.73 -4.88
H -3.05 -1.68 -3.78
H -3.06 -1.50 -1.33
*
```

For the HOMO energy, the calculation gives -1.9 eV. The value obtained for the energy above the lowest of the compared OMol25 structures with the same formula, charge and spin is 10.3 kcal per mole. The HOMO-LUMO gap comes out at 5.69 eV. As for the energy: -5295.11504 hartree.